# 1
198
Properties=species:S:1:pos:R:3 method="wB97M-V/def2-TZVPD" lumo_energy_ha=0.0140 e_homo_ev=-8.17 multiplicity=1 orbital_gap_ha=0.31443 charge=0
C 27.638 44.279 11.716
C 26.571 43.358 12.325
C 26.237 42.221 11.329
C 27.259 42.728 13.519
C 26.231 41.924 14.360
C 25.155 42.841 14.961
C 24.432 43.632 13.845
C 23.414 42.708 13.143
C 23.661 44.801 14.418
N 25.464 44.108 12.866
O 24.937 44.979 11.910
H 27.789 45.004 12.528
H 28.592 43.785 11.555
H 27.304 44.935 10.911
H 25.643 42.643 10.510
H 27.090 41.770 10.811
H 25.786 41.318 11.742
H 28.089 42.041 13.366
H 27.529 43.468 14.282
H 25.828 41.105 13.760
H 26.804 41.444 15.156
H 25.677 43.588 15.562
H 24.455 42.194 15.486
H 23.073 43.121 12.195
H 22.679 42.463 13.912
H 23.837 41.727 12.908
H 22.787 44.470 14.988
H 23.205 45.483 13.698
H 24.193 45.450 15.117
H 24.399 44.482 11.263
C 27.989 44.017 5.057
C 27.066 43.447 6.181
C 27.901 42.509 7.092
C 26.718 44.741 6.936
C 25.606 44.527 7.952
C 24.378 43.894 7.294
C 24.676 42.642 6.427
C 24.855 41.382 7.301
C 23.490 42.529 5.490
N 25.884 42.871 5.601
O 26.153 41.839 4.676
H 28.781 44.623 5.480
H 28.319 43.248 4.352
H 27.328 44.585 4.393
H 27.955 41.477 6.746
H 28.926 42.885 7.095
H 27.502 42.560 8.104
H 27.552 45.301 7.361
H 26.274 45.435 6.209
H 26.134 43.994 8.750
H 25.325 45.532 8.277
H 23.965 44.705 6.691
H 23.714 43.702 8.140
H 25.470 41.486 8.191
H 25.332 40.670 6.626
H 23.836 41.093 7.562
H 22.503 42.578 5.967
H 23.377 41.542 5.028
H 23.435 43.340 4.764
H 26.169 42.328 3.845
C 18.538 42.637 14.609
C 18.993 43.222 15.936
C 20.274 42.465 16.367
C 19.367 44.683 15.763
C 19.582 45.478 17.050
C 18.336 45.424 17.939
C 17.781 43.976 18.092
C 18.595 43.335 19.245
C 16.325 44.075 18.474
N 17.842 43.197 16.840
O 17.344 41.889 17.045
H 19.329 42.636 13.850
H 18.185 41.608 14.695
H 17.793 43.175 14.009
H 21.141 43.095 16.583
H 20.161 41.789 17.214
H 20.624 41.902 15.499
H 20.233 44.888 15.124
H 18.622 45.218 15.159
H 20.443 45.046 17.574
H 19.916 46.497 16.851
H 17.554 45.983 17.416
H 18.505 45.921 18.891
H 19.613 43.066 18.979
H 18.046 42.460 19.606
H 18.572 43.991 20.116
H 15.751 44.723 17.801
H 16.094 44.426 19.482
H 15.735 43.159 18.374
H 16.749 41.778 16.294
C 31.326 40.218 12.189
C 30.699 39.071 13.042
C 29.297 38.686 12.539
C 31.652 37.887 12.715
C 32.946 37.702 13.496
C 32.694 37.934 14.997
C 31.836 39.165 15.322
C 31.386 38.997 16.769
C 32.792 40.400 15.329
N 30.676 39.403 14.482
O 30.017 40.614 14.694
H 31.335 41.171 12.723
H 32.350 40.086 11.842
H 30.717 40.313 11.287
H 28.780 38.130 13.325
H 28.660 39.572 12.496
H 29.435 38.076 11.652
H 31.095 36.943 12.637
H 31.912 37.922 11.650
H 33.154 36.643 13.351
H 33.700 38.416 13.166
H 33.701 38.067 15.388
H 32.252 37.011 15.377
H 30.726 38.141 16.933
H 30.935 39.900 17.189
H 32.157 38.831 17.533
H 33.056 40.678 14.303
H 33.693 40.294 15.928
H 32.247 41.282 15.678
H 30.618 41.321 14.403
C 26.937 53.331 17.612
O 27.200 51.963 17.622
C 26.833 51.290 18.815
C 25.872 50.156 18.445
N 26.610 49.017 17.937
C 25.738 47.825 17.829
C 26.301 46.817 16.846
O 26.633 47.551 15.668
C 27.385 46.813 14.697
H 27.292 53.810 16.702
H 27.295 53.965 18.434
H 25.859 53.549 17.658
H 26.393 52.018 19.504
H 27.691 50.864 19.341
H 25.037 50.591 17.882
H 25.425 49.768 19.370
H 26.849 49.097 16.950
H 24.741 48.037 17.421
H 25.640 47.353 18.809
H 25.641 45.972 16.611
H 27.156 46.218 17.189
H 26.755 46.544 13.850
H 27.725 45.888 15.172
H 28.263 47.416 14.475
C 33.669 47.917 10.882
O 32.528 47.075 11.017
C 31.299 47.653 10.686
C 30.130 46.940 11.325
N 28.803 47.305 10.839
C 28.495 48.729 11.034
C 27.154 49.057 10.399
O 26.188 48.389 11.221
C 25.077 47.831 10.555
H 34.342 47.649 11.694
H 33.351 48.943 11.085
H 34.117 47.794 9.899
H 31.101 47.667 9.606
H 31.205 48.700 10.996
H 30.293 46.873 12.414
H 30.118 45.864 11.101
H 28.104 46.757 11.320
H 29.227 49.314 10.472
H 28.484 48.972 12.100
H 27.094 48.677 9.375
H 26.863 50.112 10.419
H 24.174 47.937 11.158
H 25.243 46.757 10.439
H 24.812 48.287 9.597
C 17.085 36.739 11.790
O 18.404 37.233 11.911
C 18.374 38.657 12.072
C 19.599 39.306 11.381
N 20.882 38.696 11.722
C 21.411 39.183 12.988
C 22.800 38.547 13.228
O 22.728 37.145 13.089
C 23.621 36.486 13.973
H 16.385 37.186 12.500
H 17.036 35.693 12.123
H 16.762 36.666 10.750
H 18.477 38.847 13.144
H 17.469 39.144 11.708
H 19.486 40.339 11.742
H 19.512 39.485 10.307
H 20.620 37.717 11.829
H 20.809 39.049 13.893
H 21.593 40.249 12.827
H 23.135 38.932 14.199
H 23.538 38.977 12.539
H 23.653 35.475 13.536
H 23.241 36.241 14.967
H 24.673 36.767 13.924
C 23.404 48.929 14.574
O 22.798 49.987 13.868
H 24.442 49.154 14.831
H 22.819 48.624 15.446
H 23.654 48.015 14.013
H 21.959 49.660 13.532

# 2
19
Properties=species:S:1:pos:R:3 method="wB97M-V/def2-TZVPD" lumo_energy_ha=0.0328 e_homo_ev=-8.43 multiplicity=1 orbital_gap_ha=0.34280 charge=0
C 1.559 -1.395 -1.432
N 0.537 -0.349 -1.420
C -0.134 -0.113 -0.170
C -1.095 1.076 -0.453
N -2.150 1.091 0.620
C 0.795 0.060 1.000
S -0.055 -0.469 2.584
H 2.569 -1.134 -1.173
H 1.039 -2.258 -0.927
H 1.665 -1.689 -2.476
H 1.063 0.580 -1.660
H -0.589 -0.996 0.205
H -1.610 0.896 -1.454
H -0.670 2.053 -0.427
H -3.061 0.775 0.241
H -2.044 0.766 1.633
H 1.732 -0.549 1.019
H 1.181 1.069 1.224
H -0.732 0.585 3.065

# 3
16
Properties=species:S:1:pos:R:3 method="wB97M-V/def2-TZVPD" lumo_energy_ha=0.0313 e_homo_ev=-9.01 multiplicity=1 orbital_gap_ha=0.36229 charge=0
C 0.019 -1.985 0.343
C -0.243 -1.130 -0.861
N -0.058 0.089 -1.166
C 0.437 0.940 -0.172
C -0.587 2.212 -0.082
N -1.931 1.697 0.059
C -2.562 0.684 -0.011
S -3.481 -0.579 0.001
H 0.159 -1.422 1.288
H -0.832 -2.687 0.415
H 0.854 -2.580 0.092
H -0.713 -1.685 -1.751
H 1.396 1.402 -0.439
H 0.280 0.471 0.715
H -0.405 2.703 0.891
H -0.502 2.772 -1.017

# 4
6
Properties=species:S:1:pos:R:3 method="wB97M-V/def2-TZVPD" lumo_energy_ha="-0.1396 / -0.1412" e_homo_ev="-11.56 / -11.52" multiplicity=1 orbital_gap_ha="0.28531 / 0.28230" charge=0
C -0.250 -0.519 -1.572
N -0.651 0.009 -2.577
N 0.166 -1.132 -0.609
O 1.152 1.075 0.940
O -0.822 0.477 2.188
S 0.405 0.090 1.630

# 5
20
Properties=species:S:1:pos:R:3 method="wB97M-V/def2-TZVPD" lumo_energy_ha=-0.1340 e_homo_ev=-13.31 multiplicity=1 orbital_gap_ha=0.35522 charge=+1
C -0.747 -1.251 1.519
C -0.756 -0.844 0.020
N -1.871 -1.613 -0.767
Si -0.965 1.129 -0.368
Si 1.085 2.265 0.202
Si 2.954 0.928 -0.386
H -1.688 -0.934 2.057
H -0.771 -2.300 1.706
H 0.033 -0.695 1.937
H 0.132 -1.236 -0.410
H -1.614 -2.574 -1.135
H -2.288 -1.044 -1.600
H -2.653 -1.825 -0.058
H -2.402 1.342 0.168
H -0.672 1.126 -1.872
H 0.885 2.288 1.623
H 1.315 3.528 -0.616
H 2.192 -0.088 -1.251
H 3.977 0.476 0.659
H 3.851 1.321 -1.428

# 6
76
Properties=species:S:1:pos:R:3 method="wB97M-V/def2-TZVPD" lumo_energy_ha=0.0216 e_homo_ev=-7.75 multiplicity=1 orbital_gap_ha=0.30629 charge=0
C 4.291 2.212 2.239
C 4.010 2.400 0.783
C 4.485 3.797 0.323
C 4.461 1.222 -0.203
C 5.775 1.392 -0.937
C 4.457 -0.132 0.472
O 3.420 1.192 -1.218
B 2.629 2.249 -0.806
C 1.679 3.065 -1.691
C 0.802 3.978 -1.077
C 0.208 4.939 -1.882
C 0.443 4.960 -3.267
C 1.195 3.931 -3.859
C 1.793 2.952 -3.087
C -0.546 -0.927 -0.574
C -0.691 0.426 -1.385
C -0.063 -0.608 0.836
C 0.732 -1.545 1.564
C 0.734 -1.533 2.985
C 0.100 -0.470 3.669
C -0.266 0.673 2.941
C -0.307 0.619 1.528
O 2.585 2.402 0.602
H 5.366 2.226 2.394
H 3.850 3.046 2.778
H 3.879 1.285 2.630
H 5.547 3.930 0.555
H 4.316 3.970 -0.758
H 3.882 4.547 0.859
H 6.589 1.475 -0.210
H 5.931 0.508 -1.575
H 5.748 2.280 -1.576
H 5.269 -0.205 1.204
H 3.510 -0.348 0.988
H 4.622 -0.923 -0.275
H 0.586 3.914 -0.015
H -0.396 5.716 -1.428
H 0.071 5.795 -3.872
H 1.354 3.939 -4.929
H 2.321 2.115 -3.529
H 0.210 -1.588 -1.028
H -0.033 0.516 -2.260
H -1.754 0.452 -1.702
H -0.521 1.373 -0.827
H 1.108 -2.469 1.062
H 1.136 -2.405 3.552
H 0.140 -0.453 4.782
H -0.620 1.544 3.501
H -0.749 1.476 1.032
C -7.771 -0.835 1.053
C -7.021 -0.128 0.107
C -5.789 -0.633 -0.321
C -5.264 -1.845 0.209
C -3.895 -2.253 -0.029
O -3.609 -3.431 0.595
C -2.495 -4.133 0.177
C -1.505 -3.542 -0.608
C -0.456 -4.373 -1.035
C -0.403 -5.719 -0.662
C -1.398 -6.266 0.170
C -2.426 -5.453 0.635
C -1.627 -2.085 -1.008
C -2.994 -1.614 -0.817
C -6.097 -2.595 1.076
C -7.320 -2.082 1.524
H -8.734 -0.445 1.378
H -7.390 0.822 -0.303
H -5.156 -0.063 -1.009
H 0.339 -3.944 -1.657
H 0.433 -6.354 -0.992
H -1.301 -7.280 0.552
H -3.134 -5.787 1.405
H -1.326 -1.973 -2.153
H -3.283 -0.707 -1.319
H -5.744 -3.542 1.484
H -7.925 -2.646 2.240

# 7
13
Properties=species:S:1:pos:R:3 method="wB97M-V/def2-TZVPD" lumo_energy_ha="-0.1166 / -0.1446" e_homo_ev="-11.06 / -9.72" multiplicity=1 orbital_gap_ha="0.28984 / 0.21277" charge=0
C -1.007 3.683 0.704
C -2.903 1.538 0.814
C 0.212 -0.337 0.968
C 0.806 -0.862 -0.177
C -0.834 0.415 0.410
N -1.213 4.783 0.545
N -3.925 1.802 0.385
N 0.154 -0.635 -1.271
N -0.833 0.133 -0.953
N -1.674 1.100 1.153
H 0.500 -0.372 1.924
H 1.603 -1.461 -0.243
H -1.421 0.590 -1.619

# 8
110
Properties=species:S:1:pos:R:3 method="wB97M-V/def2-TZVPD" lumo_energy_ha="-0.2680 / -0.3952" e_homo_ev="-15.16 / -15.44" multiplicity=5 orbital_gap_ha="0.28921 / 0.17231" charge=+3 s_squared=6.09
Pd 0.170 0.075 -1.103
C -1.825 -0.033 3.835
N -2.129 0.041 2.410
C -1.398 0.699 1.439
N -1.903 0.514 0.250
C -3.009 -0.289 0.417
C -3.133 -0.620 1.788
C -4.005 -1.594 2.443
C -4.893 -1.231 3.459
C -5.698 -2.200 4.034
C -5.603 -3.523 3.616
C -4.710 -3.884 2.615
C -3.914 -2.923 2.016
C -3.798 -0.758 -0.668
C -3.282 -0.669 -1.991
C -3.918 -1.298 -3.020
C -5.116 -1.996 -2.779
C -5.698 -2.002 -1.508
C -5.059 -1.389 -0.464
P 0.050 1.762 1.848
C 0.087 2.704 0.280
N 0.167 2.201 -0.932
C 0.073 3.244 -1.815
C -0.017 4.455 -1.062
N -0.025 4.076 0.240
C -0.038 4.976 1.398
C -0.011 5.822 -1.534
C 0.916 6.192 -2.525
C 0.948 7.495 -2.982
C 0.044 8.426 -2.485
C -0.888 8.064 -1.514
C -0.909 6.774 -1.025
C -0.014 3.058 -3.227
C 0.535 1.892 -3.816
C 0.443 1.693 -5.169
C -0.218 2.635 -5.969
C -0.784 3.777 -5.407
C -0.686 3.996 -4.052
C 1.523 0.678 1.550
N 2.011 0.253 0.409
C 3.163 -0.445 0.710
C 3.346 -0.435 2.120
N 2.327 0.301 2.614
C 2.079 0.571 4.032
C 4.353 -1.110 2.933
C 5.188 -0.390 3.792
C 6.149 -1.059 4.530
C 6.262 -2.442 4.433
C 5.426 -3.160 3.587
C 4.478 -2.499 2.824
C 4.032 -0.997 -0.274
C 5.395 -1.295 0.019
C 6.200 -1.857 -0.937
C 5.681 -2.146 -2.202
C 4.351 -1.835 -2.521
C 3.542 -1.252 -1.583
H -0.806 -0.384 3.976
H -2.496 -0.754 4.292
H -1.962 0.938 4.307
H -4.976 -0.197 3.770
H -6.403 -1.924 4.806
H -6.231 -4.275 4.073
H -4.634 -4.914 2.293
H -3.217 -3.197 1.235
H -2.346 -0.150 -2.150
H -3.497 -1.292 -4.016
H -5.598 -2.523 -3.591
H -6.647 -2.497 -1.354
H -5.515 -1.374 0.515
H 0.435 5.912 1.113
H 0.522 4.521 2.209
H -1.058 5.166 1.722
H 1.622 5.464 -2.903
H 1.677 7.789 -3.725
H 0.063 9.443 -2.853
H -1.597 8.793 -1.146
H -1.646 6.490 -0.285
H 1.076 1.190 -3.191
H 0.885 0.818 -5.625
H -0.295 2.469 -7.036
H -1.315 4.480 -6.033
H -1.169 4.854 -3.608
H 2.868 0.106 4.613
H 1.131 0.141 4.339
H 2.079 1.643 4.216
H 5.111 0.689 3.853
H 6.813 -0.505 5.179
H 7.008 -2.962 5.019
H 5.515 -4.236 3.521
H 3.826 -3.052 2.159
H 5.807 -1.035 0.982
H 7.238 -2.067 -0.720
H 6.316 -2.605 -2.949
H 3.965 -2.073 -3.502
H 2.507 -1.050 -1.804
F 2.093 -3.182 0.292
C 1.081 -4.012 -0.055
F 1.544 -4.899 -0.920
F 0.658 -4.618 1.037
S -0.252 -2.977 -0.814
O 0.508 -2.085 -1.704
O -0.802 -2.294 0.336
N -1.206 -3.812 -1.642
S -2.310 -4.852 -1.118
O -2.158 -5.135 0.278
O -3.586 -4.477 -1.642
C -1.808 -6.365 -2.047
F -2.678 -7.320 -1.766
F -1.809 -6.115 -3.347
F -0.589 -6.736 -1.666

Number 1: E -3381.0168 a.u.. Number 2: E -667.2297 a.u.. Number 3: E -702.9589 a.u.. Number 4: E -696.1369 a.u.. Number 5: E -1007.4718 a.u.. Number 6: E -1606.4886 a.u.. Number 7: E -465.8833 a.u.. Number 8: E -4476.8641 a.u..